[1]
14
Properties=species:S:1:pos:R:3:forces:R:3 method="wB97M-V/def2-TZVPD" lumo_energy_ev=0.8 max_force_ev_per_a=1.053 smiles=CC[C@@]1(C#N)CO1 gap_ev=12.00 e_above_lowest_kj_mol=173.4
C -1.692 0.880 0.744 -0.2 -0.1 -0.1
C -0.283 0.639 0.365 0.2 -0.1 -0.2
H -0.113 -1.411 1.015 0.0 0.2 0.0
N 0.904 2.048 -1.487 -0.6 -0.3 0.8
H 1.440 -2.226 -0.683 -0.1 0.1 0.0
C 0.484 -0.678 0.465 0.0 0.0 0.1
H 1.670 -0.621 -1.379 -0.2 -0.1 0.1
H 0.120 -1.449 -1.569 0.0 0.0 0.2
C 0.946 -1.268 -0.874 0.0 0.0 0.0
H -2.250 1.685 0.262 0.2 -0.2 0.1
H 1.374 -0.467 1.070 -0.2 0.0 0.0
O -0.622 1.294 1.576 0.1 0.0 0.1
C 0.322 1.506 -0.648 0.5 0.5 -0.8
H -2.301 0.069 1.143 0.2 0.0 -0.2


[2]
149
Properties=species:S:1:pos:R:3:forces:R:3 method="wB97M-V/def2-TZVPD" lumo_energy_ev=1.3 max_force_ev_per_a=5.411 total_charge=-1 gap_ev=8.76
C 6.955 16.684 6.314 0.2 -1.0 0.3
H 3.749 10.425 6.323 0.0 -0.3 -0.3
C 4.811 13.857 3.177 0.8 0.3 2.2
H 11.605 15.179 2.926 0.0 -0.6 -0.1
O 11.200 14.776 6.760 0.7 -0.7 0.1
C 9.575 18.713 10.099 -1.4 -2.1 -2.0
C 12.035 13.981 6.362 -1.4 2.6 -0.7
O 9.088 16.470 10.248 -1.5 -1.6 1.8
O 6.040 17.175 7.177 1.1 0.3 -1.0
C 4.957 15.979 10.845 -0.1 0.6 0.7
O 6.675 13.828 8.348 -2.5 -1.4 -0.5
H 4.849 9.522 5.139 -0.6 -0.3 0.2
O 13.801 15.547 5.570 -1.8 -5.1 0.0
O 13.564 10.962 6.484 -0.1 0.7 -0.4
H 5.210 13.219 2.388 -0.2 -0.3 0.2
H 8.007 10.909 10.079 0.2 0.1 -0.5
H 8.920 12.807 14.131 -0.1 0.1 -0.1
H 10.269 17.098 8.730 0.0 -0.1 0.2
H 9.382 6.470 5.398 0.0 0.9 -0.3
B 13.073 12.099 5.647 0.0 -0.6 0.0
H 9.768 18.003 6.233 0.4 -0.1 0.4
H 7.575 9.239 9.734 -0.1 0.0 -0.1
O 2.888 17.219 11.119 0.5 -1.3 -0.2
H 8.007 6.591 6.462 -0.2 0.6 -0.1
H 10.776 16.588 2.697 -0.6 0.4 0.6
H 12.750 15.633 8.526 -0.2 0.2 0.4
O 8.059 16.538 12.305 0.7 1.2 -2.7
C 13.452 20.259 7.056 0.3 0.8 -0.2
H 14.062 19.876 6.237 0.0 -0.2 0.1
C 5.528 13.421 8.342 1.1 2.1 -0.3
O 5.025 12.453 9.080 -0.3 -1.3 2.2
O 9.401 13.002 12.149 -0.3 0.0 0.1
C 3.702 19.528 7.363 -2.2 1.1 1.5
H 11.934 10.902 8.600 0.3 0.8 -0.4
O 13.278 18.431 11.421 0.4 -1.1 -1.0
H 4.482 15.040 11.129 0.0 -0.1 0.1
F 9.139 19.726 9.328 -0.2 0.7 0.3
O 14.394 11.751 10.584 1.1 1.8 0.5
H 8.888 20.283 6.706 0.1 0.0 0.2
O 12.585 17.479 9.542 -2.1 -1.2 -0.7
O 4.051 18.524 6.643 2.0 -1.3 -1.2
H 5.181 14.207 5.410 -0.2 0.5 -0.4
C 4.760 10.140 6.033 1.0 1.2 -0.3
H 5.887 15.771 10.317 -0.4 0.0 -0.8
H 0.276 17.350 11.803 0.0 0.1 0.4
H 2.475 14.124 8.395 0.6 0.8 -0.2
H 2.752 12.927 7.190 0.3 -0.4 0.1
H 11.539 21.063 7.436 -0.1 1.1 -0.7
C 9.054 9.941 8.341 0.5 3.8 1.2
C 13.357 14.358 5.670 2.5 4.2 1.0
H 8.828 9.047 6.016 0.2 0.0 -0.3
C 9.314 20.012 5.740 -0.9 0.3 0.2
O 9.452 10.970 7.744 -1.0 -3.1 1.0
C 8.494 17.097 11.297 0.4 -0.9 1.8
O 8.604 18.433 11.134 0.5 0.4 0.6
C 3.604 12.523 9.158 0.7 0.1 -0.7
H 8.452 19.707 5.147 0.1 -0.3 -0.1
O 5.944 19.631 7.456 1.1 0.4 0.4
C 8.404 9.947 9.754 -0.3 0.1 -0.4
H 1.412 17.392 9.639 0.2 -0.5 -0.2
O 14.501 14.095 10.121 -1.4 -4.6 0.4
H 10.590 18.932 10.431 -0.2 -0.1 0.5
O 12.508 9.335 3.530 1.3 2.2 2.5
C 1.871 17.922 10.474 -1.1 1.4 0.1
C 10.638 15.617 3.171 1.1 -0.3 -0.2
H 2.349 18.802 10.045 -0.4 0.4 -0.1
O 12.904 12.722 9.270 0.0 -0.3 -0.5
H 5.110 14.877 2.934 0.0 0.1 0.0
C 13.137 16.652 8.513 -1.2 -0.5 -0.4
B 5.543 18.498 6.642 0.0 -1.1 -0.3
H 1.192 18.861 12.282 -0.1 -0.4 0.4
H 10.777 18.646 4.960 0.1 -0.1 -0.2
H -0.034 18.941 11.089 0.1 -0.2 -0.5
C 9.363 17.380 9.267 2.2 2.5 -0.9
O 14.695 17.453 9.956 1.5 -0.9 1.4
H 8.592 15.326 2.914 -0.5 -1.0 0.3
O 2.569 19.780 7.665 -0.4 0.3 0.0
H 9.643 20.940 5.274 0.5 -0.2 0.0
C 8.491 12.567 13.158 0.5 1.5 -0.1
C 0.741 18.280 11.477 1.0 0.1 -0.4
C 12.868 10.148 4.399 -1.6 -1.7 -1.8
H 6.334 12.682 13.161 0.0 -0.4 -0.8
C 9.390 8.374 6.664 1.1 -1.2 -3.3
O 9.149 13.377 9.894 -1.4 0.1 3.5
O 9.139 13.302 4.927 0.1 -0.3 -2.2
C 13.418 9.835 5.820 0.6 -1.9 -0.1
F 11.664 11.403 10.470 -2.4 -0.3 2.4
H 13.615 19.665 7.955 -0.6 -0.5 -0.3
H 10.599 15.602 4.261 -0.3 0.5 -0.1
H 6.513 13.539 4.555 0.1 -0.9 0.2
O 4.494 13.952 7.642 -0.1 1.3 -0.5
H 8.589 17.539 8.516 -0.5 -0.1 0.4
C 9.497 14.864 2.520 1.0 1.2 0.4
H 12.858 17.139 7.579 0.1 -0.3 -0.1
O 4.818 21.389 8.480 0.8 -3.3 -1.5
C 9.439 11.286 3.651 -0.3 0.1 -0.6
O 6.771 11.425 5.956 -0.8 1.0 -0.9
C 14.612 16.764 8.751 -1.4 -1.4 0.6
H 4.428 17.830 9.882 0.1 0.3 0.0
C 7.196 13.204 12.746 0.3 1.4 0.8
H 13.573 9.830 10.544 0.1 0.3 0.2
O 12.703 11.458 4.339 0.2 0.3 0.5
C 6.843 17.494 4.967 0.9 -1.3 -1.5
C 9.050 6.884 6.350 0.3 -0.3 0.9
O 11.906 12.714 6.336 0.0 -2.0 -0.2
C 11.991 20.481 6.633 0.8 -1.5 2.1
H 15.201 15.853 8.647 -0.1 0.0 0.9
C 5.427 13.489 4.628 -0.4 2.7 -2.4
H 10.443 10.975 3.363 0.1 0.2 0.2
H 3.571 16.446 9.274 -0.5 0.0 -0.1
O 11.340 19.227 6.856 -0.5 -1.1 -0.6
O 7.718 15.755 6.512 -1.0 1.4 -0.2
O 14.018 13.212 5.475 -0.5 0.6 -0.5
O 4.808 12.316 5.041 1.4 -2.4 0.8
C 5.598 11.386 5.653 -0.9 -1.2 1.2
H 9.522 15.125 1.462 -0.1 -0.7 -0.2
F 3.138 11.320 8.856 -0.6 -2.1 0.5
C 3.931 16.910 10.193 0.9 -0.3 0.2
C 13.484 17.779 10.417 0.5 2.4 1.9
H 14.438 10.372 9.073 -0.2 0.0 -0.1
C 13.787 10.677 9.892 -1.3 0.4 -0.9
Na 8.970 13.601 7.379 -0.1 0.0 -0.1
C 14.005 12.949 10.049 0.5 2.3 -0.8
H 13.892 21.197 7.394 0.0 0.4 -0.5
C 8.677 13.283 11.032 0.7 -0.8 -2.8
O 7.298 17.120 3.866 -1.4 1.5 3.3
O 13.679 8.721 6.230 -0.4 1.4 -0.3
C 12.449 11.370 9.439 3.3 -0.3 -1.0
H 9.095 10.753 4.538 0.1 0.3 -0.1
O 6.147 18.570 5.273 -0.2 0.0 -0.5
H 3.724 13.843 3.264 0.0 -0.2 -0.3
F 8.315 11.246 13.052 0.3 -1.7 0.0
H 8.819 11.053 2.786 -0.2 -0.2 0.0
O 7.354 13.249 11.340 0.0 0.0 -1.1
C 4.899 20.306 7.879 -0.8 3.0 0.9
H 3.190 12.892 10.096 0.7 -0.5 0.5
H 11.915 20.832 5.604 -0.2 0.2 0.2
H 9.556 6.205 7.037 0.2 0.3 0.4
O 9.695 13.445 2.652 -1.5 -1.0 1.6
C 10.319 18.889 5.919 0.1 1.0 -0.5
H 5.291 9.678 6.866 -0.2 -0.1 -0.1
H 10.460 8.568 6.593 0.2 -0.3 -1.1
O 9.136 8.703 7.945 -1.6 -0.7 2.8
F 15.006 17.578 7.831 2.5 2.8 -3.1
H 9.029 9.599 10.576 0.5 0.0 -0.4
H 5.340 16.466 11.742 -0.3 -0.1 0.3
C 9.358 12.771 3.841 1.0 1.4 0.6
C 3.222 13.412 8.046 0.3 1.3 -1.1
H 7.103 14.245 13.057 0.2 0.1 0.3


[3]
118
Properties=species:S:1:pos:R:3:forces:R:3 method="wB97M-V/def2-TZVPD" lumo_energy_ev=1.7 max_force_ev_per_a=1.616 total_charge=-1 gap_ev=6.29 e_above_lowest_kj_mol=0.0
H -3.593 0.498 1.636 0.0 0.1 0.0
H 4.277 1.254 -2.636 0.0 0.0 0.0
H 1.087 -1.852 -6.825 0.0 0.0 -0.1
C 5.798 -0.689 -1.087 -0.1 0.2 0.1
C 1.285 -1.351 -3.486 0.1 0.3 -0.2
C -1.873 0.661 -3.865 -0.1 -0.2 0.1
C 0.234 3.794 1.314 -0.1 0.0 0.1
H -3.512 -4.686 4.572 0.1 -0.2 0.0
H 0.429 -2.388 4.669 0.0 0.0 0.0
C -4.078 -1.091 -2.418 -0.1 0.1 0.2
C -0.653 2.535 3.167 0.1 0.1 -0.3
N -2.599 1.563 -1.705 -0.1 0.0 -0.3
C -3.275 2.212 0.547 -0.3 0.0 -0.1
C 2.357 2.094 -2.290 0.1 0.3 -0.2
C 2.806 -1.078 3.395 0.4 0.4 0.2
H -1.316 -4.501 5.414 0.1 -0.3 0.0
C 2.803 0.140 2.722 0.4 -0.3 0.1
C -1.869 3.129 -3.345 0.0 -0.3 0.0
H 1.735 2.824 0.144 0.0 0.1 0.0
S -2.920 -2.858 5.978 0.0 0.3 0.1
C 4.398 1.045 4.283 0.1 -0.3 0.3
H 1.566 0.575 -6.803 0.1 0.1 -0.1
H 1.610 5.416 -2.409 0.0 0.0 -0.1
O 3.493 -0.732 -1.659 0.0 0.0 -0.1
H -5.055 -1.551 0.736 0.1 0.0 0.0
C 3.608 -1.224 4.523 0.0 0.3 0.0
H -3.230 -3.941 1.010 -0.2 0.0 0.0
H 0.230 4.673 0.675 0.0 0.0 0.1
S -3.239 -2.146 2.631 0.1 0.1 -0.2
H 4.557 -3.152 -1.189 0.1 -0.1 -0.1
N -3.656 0.826 0.682 -0.2 0.0 0.1
C 3.714 2.175 -2.556 0.1 -0.1 0.0
H 1.162 -1.881 -2.554 0.1 -0.1 0.1
C 1.107 -2.014 -4.685 0.0 0.1 0.1
H -5.097 -2.143 3.972 0.0 0.0 0.0
C 4.400 -0.165 4.978 -0.2 0.1 -0.2
C -0.631 3.704 2.396 0.1 0.1 0.0
H 5.007 -2.789 0.504 -0.2 0.0 -0.1
H -0.990 0.917 -4.462 0.0 0.0 0.1
H 5.386 3.445 -2.948 0.1 0.0 -0.1
H -2.250 -4.997 3.118 0.0 0.0 0.0
C -2.872 -1.514 -3.234 0.4 0.1 -0.1
H -1.296 4.534 2.617 0.0 -0.1 0.1
C 1.687 0.687 -4.669 0.1 0.0 -0.1
H -1.347 -5.244 1.639 0.0 -0.1 -0.1
C -5.047 -1.007 -0.208 -0.2 0.0 -0.1
H 0.844 -3.060 -4.677 0.0 -0.2 -0.1
H 5.824 0.392 -1.208 0.1 0.1 0.0
C -2.568 3.888 -1.189 0.0 -0.1 -0.2
H -5.017 1.058 -0.853 0.0 -0.2 0.3
H 6.527 -0.991 -0.335 0.0 0.0 0.0
H -3.202 -1.651 -4.265 -0.1 0.0 -0.2
H 3.606 -2.164 5.059 0.1 -0.1 0.1
O 1.131 -0.828 1.425 0.0 -0.2 -0.2
S -0.083 -3.932 3.047 0.2 0.0 -0.2
H -2.741 4.668 -0.456 0.0 0.0 -0.1
H 4.042 5.525 -2.880 0.1 0.2 0.0
C -2.477 -3.439 1.619 0.2 -0.1 0.2
C 3.564 4.572 -2.717 0.1 -0.3 0.1
C -2.100 4.170 -2.469 -0.1 0.2 0.2
H -5.125 -3.600 3.013 0.0 -0.1 -0.1
H 0.141 0.533 3.359 0.0 0.1 0.1
H -0.691 -3.240 6.453 -0.1 -0.1 -0.2
C 3.603 1.176 3.158 0.1 0.3 0.2
H -6.031 -1.190 -0.692 0.2 0.1 0.0
H -4.872 -4.020 5.449 -0.1 -0.1 0.0
H 5.009 1.877 4.621 0.0 -0.1 0.0
H 2.181 -1.862 2.982 0.0 0.0 0.1
C 2.197 4.505 -2.457 0.2 -0.2 0.0
H 1.916 1.744 -4.673 0.0 0.0 0.0
C -4.932 0.484 0.084 0.1 0.2 -0.3
C 1.503 0.028 -5.875 -0.1 -0.2 0.0
H -5.789 0.770 0.711 -0.1 0.1 0.0
H 3.583 2.110 2.612 0.1 0.1 0.0
C 1.591 3.268 -2.250 0.5 -0.1 -0.1
C 2.311 -0.158 -1.064 0.5 0.1 0.0
H 0.529 3.161 -2.075 0.1 0.0 0.1
H -4.089 2.916 0.798 0.1 0.0 0.1
H -1.456 3.290 -4.333 0.0 0.1 0.0
C 2.849 0.434 0.242 0.2 -0.1 0.2
H -1.057 -0.641 -2.507 -0.3 0.1 -0.2
N -3.937 -1.478 -1.015 -0.1 -0.1 -0.2
H -4.197 -0.003 -2.468 0.1 -0.2 0.0
H 4.995 -0.272 5.875 0.1 -0.1 0.1
C -4.476 -2.973 3.626 -0.1 -0.1 0.3
C 0.179 1.482 2.832 0.1 0.0 -0.1
H -1.911 5.200 -2.768 0.0 -0.2 0.1
C 4.313 -2.556 -0.312 -0.2 -0.2 0.2
C -2.803 2.559 -0.855 0.1 0.3 0.0
C 1.914 0.271 1.492 -0.2 -0.2 0.1
H -2.561 -2.508 -2.888 0.1 0.0 0.0
H -2.720 0.594 -4.562 0.0 0.1 0.0
H -4.977 -1.542 -2.865 -0.2 -0.1 0.0
C 1.078 1.570 1.760 -0.1 0.0 0.0
H -1.334 2.440 4.003 0.0 0.0 0.1
H -1.103 -1.930 3.943 0.2 -0.1 0.0
H 1.620 -0.951 -0.773 0.0 -0.1 -0.1
H 3.290 -2.782 0.011 0.2 0.0 0.0
N -1.719 -0.646 -3.277 0.0 0.0 0.0
O 4.035 -0.344 0.501 -0.1 0.1 -0.1
H 6.028 -1.163 -2.035 0.1 -0.1 -0.2
C 1.098 2.745 1.011 -0.1 -0.4 0.1
H 3.176 1.465 0.112 0.0 0.1 0.0
C 1.638 0.761 -2.133 -0.5 0.4 -0.2
C -2.125 1.826 -2.921 0.0 0.1 0.0
C 4.323 3.398 -2.755 -0.2 0.6 0.0
C 4.407 -1.082 -0.644 -0.3 0.1 0.1
C -0.541 -2.770 4.340 -0.1 0.0 0.4
C 1.218 -1.328 -5.887 0.0 -0.1 -0.1
O 0.333 1.039 -1.880 -0.3 -0.4 0.2
Rb -0.802 0.094 0.077 -1.5 -0.5 0.4
C -1.649 -4.489 2.363 -0.2 0.2 0.0
H -2.460 2.419 1.241 0.0 0.0 0.0
C -1.266 -3.428 5.535 0.4 0.3 0.1
C 1.588 0.011 -3.462 0.5 -0.3 -0.1
H -1.824 -2.878 0.947 0.0 0.0 0.0
C -3.995 -3.760 4.854 -0.3 0.2 -0.1
H -3.892 -2.491 -0.967 0.0 0.1 0.0


[4]
11
Properties=species:S:1:pos:R:3:forces:R:3 method="wB97M-V/def2-TZVPD" lumo_energy_ev=1.0 max_force_ev_per_a=2.366 smiles=Nc1ccco1 gap_ev=8.88 e_above_lowest_kj_mol=175.4
H 0.382 -2.554 -0.388 0.0 -0.1 0.1
H -1.073 2.145 1.124 0.1 -0.3 0.4
N 0.238 -1.953 0.408 -0.1 -0.1 -0.1
C 0.069 -0.624 0.071 -0.1 -0.2 -0.2
C 0.496 0.148 -0.961 0.2 0.1 0.4
C -0.618 1.362 0.540 -0.2 0.2 0.4
H -0.461 -2.302 1.047 0.0 0.0 -0.1
H 1.005 -0.214 -1.848 0.0 0.2 0.3
H 0.682 2.342 -0.302 0.4 1.2 -2.0
O -0.609 0.095 1.007 -0.7 -0.6 -0.2
C 0.080 1.501 -0.602 0.3 -0.6 0.9


[5]
49
Properties=species:S:1:pos:R:3:forces:R:3 method="wB97M-V/def2-TZVPD" lumo_energy_ev=0.6 max_force_ev_per_a=3.029 smiles=C1CCOC1.C1CCOC1.C1CCOC1.OCCO gap_ev=10.06 e_above_lowest_kj_mol=109.0
C -4.323 4.074 3.779 1.8 -1.2 1.1
C -0.874 0.404 -4.440 -0.3 0.4 0.3
H -0.762 1.479 -4.302 -0.1 0.2 -0.1
H 6.656 1.422 0.113 -0.7 0.1 0.1
H 7.051 0.090 1.181 -0.5 -0.1 0.4
H -3.643 4.866 4.094 -0.1 0.2 -0.4
H -1.337 1.210 -6.805 0.5 0.1 -0.4
O -1.338 -5.427 1.182 -1.5 -1.1 -0.6
H 1.343 -3.678 1.102 0.0 0.1 -0.1
H -1.777 -5.211 3.149 -0.2 -0.1 0.0
H -4.695 3.675 4.722 -0.5 0.1 0.0
H 1.145 -5.327 2.766 0.2 0.2 0.0
H -4.407 1.723 1.364 0.2 0.6 -0.3
H 5.623 2.500 1.932 0.3 0.1 -0.3
C 0.256 -4.710 2.633 1.4 0.8 1.3
O 6.036 1.671 2.183 0.9 -1.2 -1.1
H -3.306 2.184 3.900 0.2 -0.1 -0.1
H 0.282 -3.881 3.341 -0.3 -0.8 1.1
H -0.224 -2.975 1.465 -0.2 -0.1 -0.1
H 8.758 1.587 2.286 0.0 -1.0 0.0
H 8.831 3.326 0.387 -0.2 0.6 0.1
C -1.456 0.138 -6.646 0.0 -0.2 -0.6
O 8.373 3.129 1.207 0.0 1.6 -1.0
C -3.591 2.897 3.126 -0.5 -0.8 -0.1
C -0.088 -0.570 -6.400 -1.7 -0.1 0.1
H -0.775 -6.614 2.863 0.1 -0.2 -0.5
H -0.699 -4.402 -0.492 -0.7 0.5 0.3
C -5.393 4.429 2.832 -0.6 1.3 -0.8
H -0.896 -0.024 -3.438 0.1 -0.3 -0.1
H -5.157 5.310 2.234 0.0 0.3 0.2
C -2.123 0.053 -5.288 1.4 -0.5 0.2
H -2.364 -0.984 -5.057 -0.4 0.0 -0.1
H 9.006 1.332 0.514 0.1 -0.5 0.1
H -5.228 1.470 2.802 -0.7 0.5 0.5
H -2.675 3.180 2.607 -0.3 0.0 -0.4
C 6.939 1.173 1.136 0.6 1.0 0.7
O -5.552 3.405 1.854 0.2 -1.5 0.9
O 0.287 -0.055 -5.151 0.5 0.7 0.8
H -2.085 -0.219 -7.461 0.2 -0.3 0.0
H -2.998 0.699 -5.202 0.2 0.0 0.3
C -0.961 -5.592 2.534 -0.3 1.2 0.3
C -0.312 -4.823 0.436 -1.0 -1.4 -2.5
H -6.255 4.665 3.455 -0.7 -0.3 -0.6
C -4.736 2.270 2.248 1.1 0.8 0.0
H 0.679 -0.481 -7.170 0.0 0.5 0.2
C 8.356 1.746 1.285 -0.4 -0.7 1.1
C 0.311 -3.919 1.358 1.7 1.2 0.3
H 0.325 -5.584 -0.016 0.7 -0.4 0.6
H -0.229 -1.632 -6.202 -0.3 -0.4 -0.7